(1)
Molecular formula: C34H55ClN3OP2W
Method: DFT, ωB97M-V/def2-TZVPD

CARTESIAN COORDINATES (ANGSTROEM)
C1 -2.8274 -0.5751 1.0886
C2 -2.8618 0.7924 -0.8925
C3 -4.2189 -0.6657 1.1156
C4 -4.2681 0.8954 -0.7532
C5 -4.9527 0.0847 0.1802
H1 -4.6926 -1.1901 1.9179
H2 -4.7649 1.3715 -1.6026
H3 -6.0640 0.0942 0.2024
N1 -2.1695 0.1046 0.1068
P1 -0.3172 -0.3643 2.4071
P2 -0.6042 0.3271 -2.4366
C6 -1.9613 -1.2075 2.1725
H4 -2.5018 -1.1369 3.1393
H5 -1.7792 -2.2738 1.9041
C7 -2.1074 1.1862 -2.0379
H6 -2.5485 2.0644 -2.6780
C8 0.6304 1.4831 -3.4289
C9 -1.3652 -0.9700 -3.5987
C10 -0.6925 1.1727 3.4573
C11 0.6966 -1.6372 3.3347
C12 1.7646 2.0025 -2.5282
H7 2.4252 1.1992 -2.1968
H8 2.3828 2.7119 -3.1006
H9 1.3999 2.5255 -1.6446
C13 1.3290 0.7431 -4.5848
H10 1.8741 -0.1463 -4.2342
H11 0.6537 0.4568 -5.4023
H12 2.0863 1.4148 -5.0301
C14 -0.1471 2.7068 -3.9239
H13 0.5177 3.3667 -4.5102
H14 -0.9794 2.4329 -4.5826
H15 -0.5317 3.2881 -3.0719
C15 -0.3170 -2.0178 -4.0401
H16 0.1700 -2.4933 -3.1319
H17 -0.9104 -2.7981 -4.6137
H18 0.4426 -1.5731 -4.7406
C16 -2.4962 -1.6922 -2.8409
H19 -2.1268 -2.1929 -1.9402
H20 -3.3338 -1.0221 -2.5974
H21 -2.8356 -2.4755 -3.5298
C17 -1.9925 -0.2772 -4.8409
H22 -2.7083 0.5598 -4.5183
H23 -1.1826 0.1030 -5.5531
H24 -2.5930 -1.1015 -5.3770
C18 2.0027 -0.9746 3.8092
H25 2.6422 -1.7746 4.2158
H26 2.5403 -0.4938 2.9717
H27 1.8454 -0.2341 4.6109
C19 1.0703 -2.7998 2.3939
H28 0.2002 -3.3060 1.9518
H29 1.7574 -2.4890 1.5916
H30 1.6007 -3.5459 3.0069
C20 -0.0998 -2.2139 4.5277
H31 -1.0900 -2.6066 4.2256
H32 0.4959 -3.0531 4.9265
H33 -0.2312 -1.4829 5.3415
C21 -1.9833 1.8493 2.9687
H34 -2.8734 1.2635 3.2267
H35 -2.0775 2.8292 3.4646
H36 -1.9605 2.0241 1.8832
C22 0.4679 2.1764 3.2455
H37 0.6681 2.3156 2.1434
H38 0.1174 3.1610 3.6852
H39 1.3979 1.8333 3.7977
C23 -0.8116 0.8666 4.9534
H40 -1.5720 0.1017 5.1615
H41 0.1472 0.5783 5.4121
H42 -1.1338 1.7944 5.4558
W1 -0.0146 0.0952 -0.0204
C24 -0.1033 -1.7872 -0.4126
O1 -0.1372 -2.9841 -0.5971
N2 -0.2065 2.3330 0.0952
C25 -0.8704 3.0868 -0.5530
C26 -1.5437 4.4232 -0.6309
C27 -2.5706 4.5319 -1.7646
C28 -2.3058 4.5924 0.6484
C29 -0.4556 5.4360 -0.7899
H43 -2.1249 4.3913 -2.7470
H44 -3.3717 3.7950 -1.6696
H45 -3.0507 5.5200 -1.7739
H46 -1.6370 4.5258 1.4988
H47 -2.7684 5.5745 0.6329
H48 -3.0825 3.8385 0.8092
H49 -0.8997 6.3465 -1.2242
H50 -0.0349 5.6732 0.1966
H51 0.3894 5.1259 -1.4470
Cl1 4.8143 -2.0801 -2.1645
C30 4.1138 -1.0001 -1.0212
C31 4.9080 -0.1532 -0.2566
C32 4.2686 0.7116 0.6391
C33 2.8871 0.7119 0.7366
N3 2.1129 -0.0915 -0.0528
C34 2.7245 -0.9895 -0.9051
H52 5.9845 -0.1745 -0.3732
H53 4.8356 1.3966 1.2622
H54 2.3430 1.3727 1.4309
H55 2.0943 -1.6536 -1.4965

**Multiplicity**: 3
**Orbital gap (alpha / beta)**: 5.9 / 6.2 eV
**<S²>**: 2.245
**LUMO energy (alpha / beta)**: -10.682 / -10.920 eV
**Energy**: -75568.117 eV
**Total charge**: +3

=====

(2)
Molecular formula: C4H7NO2
Method: DFT, ωB97M-V/def2-TZVPD

CARTESIAN COORDINATES (ANGSTROEM)
C1 1.9579 0.2673 -0.1141
C2 0.7046 -0.5006 -0.4678
O1 0.7320 -1.4866 -1.1683
N1 -0.5136 -0.0300 0.0356
C3 -1.7227 -0.7640 -0.3240
C4 -0.6242 1.0434 0.9022
O2 -1.6724 1.4219 1.3734
H1 1.9011 1.3033 -0.4618
H2 2.7835 -0.2400 -0.6109
H3 2.1320 0.2745 0.9661
H4 -2.5695 -0.0840 -0.2310
H5 -1.6142 -1.1279 -1.3456
H6 -1.8620 -1.6166 0.3480
H7 0.3344 1.5322 1.1290

**Multiplicity**: 1
**Orbital gap**: 11.1 eV
**LUMO energy**: 0.708 eV
**Energy**: -9847.022 eV
**SMILES string**: CC(=O)N(C)C=O

=====

> Which of these has the highest energy?

C4H7NO2